Computed, not measured: a cluster of 5 separate species, C40H80FN6O7 in total at a distorted geometry, with ωB97M-V with the def2-TZVPD basis set.

Bonds (Å) are listed after each position.
Cartesian coordinates (Å):
1 C 3.768 -2.214 -0.355  C2 1.193, H35 1.063
2 C 3.894 -1.045 -0.554  C1 1.193, C3 1.450
3 C 3.708 0.389 -0.665  C2 1.450, C4 1.558, N23 1.507, H36 1.092
4 C 2.520 0.803 -1.584  C3 1.558, C5 1.533, O14 1.422, H37 1.093
5 C 1.448 -0.278 -1.764  C4 1.533, C6 1.546, H38 1.085, H39 1.087
6 C 0.007 0.262 -1.919  C5 1.546, C7 1.532, H40 1.085, H41 1.091
7 C -0.670 0.428 -0.554  C6 1.532, C8 1.524, H42 1.094, H43 1.094
8 C -2.194 0.466 -0.585  C7 1.524, C9 1.549, H44 1.086, H45 1.090
9 C -2.718 0.596 0.867  C8 1.549, C10 1.527, H46 1.089, H47 1.093
10 C -3.863 1.594 1.022  C9 1.527, C11 1.542, H48 1.090, H49 1.091
11 C -3.407 3.065 1.094  C10 1.542, C12 1.540, H50 1.092, H51 1.090
12 C -3.902 3.796 2.355  C11 1.540, C13 1.543, H52 1.089, H53 1.090
13 C -4.152 5.303 2.137  C12 1.543, H54 1.090, H55 1.090, H56 1.088
14 O 1.906 2.000 -1.122  C4 1.422, C15 1.400
15 C 2.812 2.980 -0.697  O14 1.400, C16 1.554, H57 1.084, H58 1.098
16 C 3.726 2.521 0.473  C15 1.554, C17 1.523, N23 1.492, H59 1.089
17 C 3.543 3.370 1.724  C16 1.523, C18 1.525, H60 1.087, H61 1.086
18 C 4.691 3.255 2.721  C17 1.525, O19 1.214, N20 1.389
19 O 4.603 2.404 3.582  C18 1.214
20 N 5.820 4.054 2.594  C18 1.389, C21 1.478, C22 1.493
21 C 6.614 4.039 3.840  N20 1.478, H62 1.081, H63 1.090, H64 1.088
22 C 5.509 5.476 2.263  N20 1.493, H65 1.086, H66 1.082, H67 1.092
23 N 3.604 1.049 0.685  C3 1.507, C16 1.492, F24 1.387, C25 1.509
24 F 4.762 0.678 1.354  N23 1.387
25 C 2.388 0.609 1.462  N23 1.509, C26 1.519, H68 1.083, H69 1.087
26 C 2.691 -0.225 2.695  C25 1.519, C27 1.543, H70 1.086, H71 1.087
27 C 1.342 -0.694 3.278  C26 1.543, C28 1.537, H72 1.088, H73 1.089
28 C 0.781 -1.924 2.546  C27 1.537, C29 1.548, H74 1.091, H75 1.092
29 C -0.107 -2.814 3.449  C28 1.548, C30 1.538, H76 1.089, H77 1.089
30 C -1.609 -2.544 3.257  C29 1.538, C31 1.561, H78 1.089, H79 1.090
31 C -2.093 -1.355 4.146  C30 1.561, C32 1.537, H80 1.087, H81 1.088
32 C -2.772 -1.818 5.444  C31 1.537, O33 1.414, H82 1.096, H83 1.088
33 O -2.322 -1.124 6.592  C32 1.414, C34 1.406
34 C -1.063 -1.563 7.039  O33 1.406, H84 1.088, H85 1.096, H86 1.093
35 H 3.681 -3.270 -0.272  C1 1.063
36 H 4.629 0.794 -1.089  C3 1.092
37 H 2.955 1.020 -2.563  C4 1.093
38 H 1.417 -0.989 -0.945  C5 1.085
39 H 1.703 -0.802 -2.682  C5 1.087
40 H -0.026 1.172 -2.508  C6 1.085
41 H -0.540 -0.526 -2.439  C6 1.091
42 H -0.334 1.374 -0.120  C7 1.094
43 H -0.348 -0.365 0.126  C7 1.094
44 H -2.609 -0.429 -1.038  C8 1.086
45 H -2.542 1.309 -1.183  C8 1.090
46 H -3.035 -0.382 1.228  C9 1.089
47 H -1.891 0.962 1.481  C9 1.093
48 H -4.385 1.366 1.951  C10 1.090
49 H -4.607 1.485 0.231  C10 1.091
50 H -2.319 3.154 1.060  C11 1.092
51 H -3.826 3.608 0.246  C11 1.090
52 H -4.825 3.351 2.722  C12 1.089
53 H -3.175 3.696 3.162  C12 1.090
54 H -4.041 5.602 1.094  C13 1.090
55 H -3.448 5.908 2.708  C13 1.090
56 H -5.143 5.614 2.463  C13 1.088
57 H 2.283 3.883 -0.416  C15 1.084
58 H 3.450 3.255 -1.546  C15 1.098
59 H 4.749 2.680 0.138  C16 1.089
60 H 3.475 4.397 1.372  C17 1.087
61 H 2.626 3.181 2.274  C17 1.086
62 H 6.956 3.044 4.087  C21 1.081
63 H 6.065 4.507 4.657  C21 1.090
64 H 7.498 4.647 3.656  C21 1.088
65 H 5.119 5.523 1.251  C22 1.086
66 H 6.410 6.071 2.327  C22 1.082
67 H 4.755 5.855 2.956  C22 1.092
68 H 1.739 1.448 1.682  C25 1.083
69 H 1.837 -0.047 0.794  C25 1.087
70 H 3.261 0.329 3.436  C26 1.086
71 H 3.237 -1.119 2.406  C26 1.087
72 H 1.554 -0.997 4.301  C27 1.088
73 H 0.624 0.125 3.265  C27 1.089
74 H 1.586 -2.541 2.145  C28 1.091
75 H 0.155 -1.609 1.708  C28 1.092
76 H 0.131 -2.597 4.489  C29 1.089
77 H 0.082 -3.865 3.239  C29 1.089
78 H -1.844 -2.348 2.212  C30 1.089
79 H -2.191 -3.413 3.562  C30 1.090
80 H -1.221 -0.759 4.405  C31 1.087
81 H -2.783 -0.752 3.559  C31 1.088
82 H -2.642 -2.897 5.579  C32 1.096
83 H -3.842 -1.628 5.400  C32 1.088
84 H -0.903 -1.221 8.058  C34 1.088
85 H -0.266 -1.126 6.426  C34 1.096
86 H -0.987 -2.654 7.046  C34 1.093
87 C -7.369 -0.103 2.091  C88 1.510, H92 1.086, H93 1.090, H94 1.091
88 C -7.200 1.306 2.607  C87 1.510, O89 1.222, N90 1.358
89 O -6.334 1.598 3.418  C88 1.222
90 N -8.047 2.254 2.132  C88 1.358, C91 1.452, H95 1.008
91 C -9.126 2.099 1.173  N90 1.452, H96 1.091, H97 1.091, H98 1.084
92 H -6.622 -0.735 2.562  C87 1.086
93 H -8.359 -0.488 2.340  C87 1.090
94 H -7.227 -0.137 1.010  C87 1.091
95 H -7.880 3.171 2.517  N90 1.008
96 H -8.946 2.741 0.308  C91 1.091
97 H -10.071 2.393 1.631  C91 1.091
98 H -9.203 1.071 0.837  C91 1.084
99 C 4.504 -6.898 -4.506  C100 1.510, H104 1.085, H105 1.091, H106 1.090
100 C 3.376 -6.472 -3.597  C99 1.510, O101 1.219, N102 1.361
101 O 2.287 -7.020 -3.613  C100 1.219
102 N 3.613 -5.434 -2.749  C100 1.361, C103 1.453, H107 1.007
103 C 4.825 -4.648 -2.595  N102 1.453, H108 1.093, H109 1.091, H110 1.084
104 H 4.160 -7.727 -5.117  C99 1.085
105 H 4.801 -6.078 -5.161  C99 1.091
106 H 5.365 -7.226 -3.924  C99 1.090
107 H 2.818 -5.205 -2.174  N102 1.007
108 H 5.185 -4.732 -1.566  C103 1.093
109 H 4.582 -3.604 -2.802  C103 1.091
110 H 5.604 -4.984 -3.270  C103 1.084
111 C -2.422 1.502 -4.494  C112 1.511, H116 1.084, H117 1.091, H118 1.090
112 C -2.990 0.103 -4.523  C111 1.511, O113 1.223, N114 1.357
113 O -3.067 -0.598 -3.523  C112 1.223
114 N -3.431 -0.362 -5.720  C112 1.357, C115 1.452, H119 1.008
115 C -3.432 0.312 -7.006  N114 1.452, H120 1.091, H121 1.091, H122 1.084
116 H -2.123 1.735 -3.479  C111 1.084
117 H -1.549 1.577 -5.144  C111 1.091
118 H -3.173 2.227 -4.811  C111 1.090
119 H -3.802 -1.298 -5.673  N114 1.008
120 H -4.453 0.390 -7.380  C115 1.091
121 H -2.844 -0.262 -7.724  C115 1.091
122 H -3.011 1.308 -6.925  C115 1.084
123 C 1.018 -2.848 -4.687  C124 1.510, H128 1.086, H129 1.091, H130 1.091
124 C 2.494 -2.643 -4.928  C123 1.510, O125 1.228, N126 1.352
125 O 3.251 -2.231 -4.054  C124 1.228
126 N 2.972 -2.944 -6.156  C124 1.352, C127 1.454, H131 1.008
127 C 2.244 -3.451 -7.308  N126 1.454, H132 1.090, H133 1.091, H134 1.084
128 H 0.787 -2.573 -3.662  C123 1.086
129 H 0.427 -2.222 -5.358  C123 1.091
130 H 0.747 -3.894 -4.833  C123 1.091
131 H 3.963 -2.787 -6.252  N126 1.008
132 H 2.658 -4.414 -7.610  C127 1.090
133 H 2.343 -2.754 -8.141  C127 1.091
134 H 1.192 -3.579 -7.079  C127 1.084

The orbital gap comes out at 8.827 eV. The total energy comes out at -68758.6782 eV. The spin multiplicity is 1. As for the net charge: +1.

***

Computed, not measured: a cluster of 12 separate species, C43H94BNO15S2 in total at a distorted geometry, with ωB97M-V with the def2-TZVPD basis set.

Bonds (Å) are listed after each position.
Cartesian coordinates (Å):
1 C -2.107 5.277 -4.094  C2 1.530, H30 1.091, H31 1.092, H32 1.090
2 C -1.205 4.040 -4.119  C1 1.530, C3 1.531, H33 1.091, H34 1.094
3 C -1.064 3.428 -5.515  C2 1.531, O4 1.425, H35 1.094, H36 1.090
4 O -1.004 2.005 -5.459  C3 1.425, C5 1.366
5 C -2.207 1.361 -5.393  O4 1.366, C6 1.391, C10 1.396
6 C -3.138 1.448 -6.423  C5 1.391, C7 1.384, H37 1.082
7 C -4.332 0.753 -6.340  C6 1.384, C8 1.387, H38 1.082
8 C -4.625 -0.031 -5.233  C7 1.387, C9 1.390, H39 1.083
9 C -3.684 -0.122 -4.215  C8 1.390, C10 1.391, S29 1.765
10 C -2.471 0.554 -4.285  C5 1.396, C9 1.391, N11 1.428
11 N -1.513 0.444 -3.233  C10 1.428, C12 1.476, C16 1.428
12 C -0.696 -0.783 -3.318  N11 1.476, C13 1.528, H40 1.092, H41 1.095
13 C 0.674 -0.493 -3.932  C12 1.528, C14 1.522, H42 1.094, H43 1.092
14 C 1.354 0.649 -3.190  C13 1.522, S15 1.810, H44 1.088, H45 1.091
15 S 3.135 0.611 -3.512  C14 1.810, H46 1.335
16 C -2.113 0.680 -1.958  N11 1.428, C17 1.386, C28 1.388
17 C -1.540 1.592 -1.086  C16 1.386, C18 1.385, H47 1.083
18 C -2.113 1.819 0.155  C17 1.385, O19 1.386, C23 1.389
19 O -1.526 2.755 0.992  C18 1.386, B20 1.391
20 B -0.301 2.417 1.556  O19 1.391, O21 1.360, O22 1.372
21 O -0.131 1.163 2.056  B20 1.360, H48 0.962
22 O 0.682 3.372 1.611  B20 1.372, H49 0.963
23 C -3.272 1.166 0.554  C18 1.389, C24 1.504, C27 1.390
24 C -3.918 1.465 1.880  C23 1.504, C25 1.536, H50 1.090, H51 1.092
25 C -5.052 2.493 1.754  C24 1.536, C26 1.524, H52 1.095, H53 1.092
26 C -4.638 3.773 1.037  C25 1.524, H54 1.092, H55 1.092, H56 1.091
27 C -3.849 0.271 -0.339  C23 1.390, C28 1.389, H57 1.084
28 C -3.279 0.028 -1.583  C16 1.388, C27 1.389, S29 1.764
29 S -4.008 -1.067 -2.759  C9 1.765, C28 1.764
30 H -1.600 6.132 -4.544  C1 1.091
31 H -3.017 5.100 -4.671  C1 1.092
32 H -2.395 5.540 -3.076  C1 1.090
33 H -1.559 3.284 -3.416  C2 1.091
34 H -0.211 4.337 -3.770  C2 1.094
35 H -1.886 3.761 -6.156  C3 1.094
36 H -0.139 3.748 -5.994  C3 1.090
37 H -2.927 2.054 -7.294  C6 1.082
38 H -5.044 0.837 -7.150  C7 1.082
39 H -5.567 -0.560 -5.161  C8 1.083
40 H -0.585 -1.220 -2.324  C12 1.092
41 H -1.202 -1.531 -3.936  C12 1.095
42 H 0.532 -0.200 -4.976  C13 1.094
43 H 1.263 -1.412 -3.920  C13 1.092
44 H 0.930 1.589 -3.534  C14 1.088
45 H 1.174 0.560 -2.117  C14 1.091
46 H 3.581 1.640 -2.789  S15 1.335
47 H -0.640 2.109 -1.397  C17 1.083
48 H 0.736 1.012 2.445  O21 0.962
49 H 0.505 4.061 0.963  O22 0.963
50 H -3.162 1.819 2.581  C24 1.090
51 H -4.346 0.535 2.261  C24 1.092
52 H -5.869 2.034 1.188  C25 1.095
53 H -5.439 2.721 2.749  C25 1.092
54 H -4.330 3.571 0.009  C26 1.092
55 H -3.789 4.247 1.534  C26 1.092
56 H -5.461 4.486 0.993  C26 1.091
57 H -4.765 -0.240 -0.066  C27 1.084
58 C -8.636 -1.594 -3.542  C59 1.517, H61 1.091, H62 1.091, H63 1.093
59 C -8.258 -2.868 -4.273  C58 1.517, O60 1.430, H64 1.090, H65 1.090
60 O -6.929 -2.803 -4.800  C59 1.430, H66 0.963
61 H -8.566 -0.733 -4.208  C58 1.091
62 H -9.655 -1.653 -3.156  C58 1.091
63 H -7.962 -1.423 -2.700  C58 1.093
64 H -8.916 -3.032 -5.126  C59 1.090
65 H -8.327 -3.725 -3.603  C59 1.090
66 H -6.346 -2.676 -4.044  O60 0.963
67 C -7.807 -6.736 -0.214  C68 1.516, H70 1.090, H71 1.091, H72 1.093
68 C -7.273 -5.579 -1.035  C67 1.516, O69 1.429, H73 1.089, H74 1.094
69 O -8.319 -4.762 -1.564  C68 1.429, H75 0.962
70 H -8.476 -7.353 -0.815  C67 1.090
71 H -6.992 -7.360 0.153  C67 1.091
72 H -8.371 -6.372 0.648  C67 1.093
73 H -6.721 -5.942 -1.900  C68 1.089
74 H -6.588 -4.970 -0.438  C68 1.094
75 H -8.820 -4.403 -0.825  O69 0.962
76 C 4.699 1.899 1.985  C77 1.515, H79 1.091, H80 1.090, H81 1.093
77 C 3.547 1.670 2.942  C76 1.515, O78 1.425, H82 1.087, H83 1.095
78 O 3.639 0.343 3.452  C77 1.425, H84 0.963
79 H 4.687 1.126 1.215  C76 1.091
80 H 4.693 2.873 1.494  C76 1.090
81 H 5.620 1.789 2.562  C76 1.093
82 H 2.582 1.746 2.449  C77 1.087
83 H 3.568 2.408 3.751  C77 1.095
84 H 4.499 0.227 3.869  O78 0.963
85 C -0.713 7.035 1.637  C86 1.517, H88 1.090, H89 1.091, H90 1.094
86 C -1.845 6.464 0.804  C85 1.517, O87 1.427, H91 1.089, H92 1.095
87 O -2.015 7.162 -0.429  C86 1.427, H93 0.962
88 H -0.889 8.091 1.844  C85 1.090
89 H -0.617 6.503 2.585  C85 1.091
90 H 0.240 6.955 1.106  C85 1.094
91 H -2.792 6.559 1.332  C86 1.089
92 H -1.682 5.398 0.608  C86 1.095
93 H -1.198 7.087 -0.930  O87 0.962
94 C -8.489 5.401 3.886  C95 1.517, H97 1.090, H98 1.091, H99 1.093
95 C -8.588 3.892 3.768  C94 1.517, O96 1.424, H100 1.089, H101 1.095
96 O -7.514 3.224 4.422  C95 1.424, H102 0.962
97 H -7.542 5.752 3.476  C94 1.090
98 H -9.305 5.889 3.352  C94 1.091
99 H -8.537 5.710 4.933  C94 1.093
100 H -8.527 3.586 2.724  C95 1.089
101 H -9.546 3.540 4.164  C95 1.095
102 H -7.539 3.454 5.356  O96 0.962
103 C 4.589 -0.987 7.035  C104 1.515, H106 1.091, H107 1.090, H108 1.092
104 C 5.205 -1.995 6.086  C103 1.515, O105 1.431, H109 1.090, H110 1.094
105 O 6.466 -1.562 5.567  C104 1.431, H111 0.965
106 H 4.481 -0.023 6.536  C103 1.091
107 H 3.606 -1.320 7.368  C103 1.090
108 H 5.214 -0.834 7.918  C103 1.092
109 H 4.575 -2.130 5.207  C104 1.090
110 H 5.312 -2.969 6.574  C104 1.094
111 H 7.094 -1.437 6.289  O105 0.965
112 C 8.302 0.052 3.341  C113 1.519, H115 1.091, H116 1.092, H117 1.092
113 C 7.479 -1.076 2.745  C112 1.519, O114 1.422, H118 1.090, H119 1.096
114 O 7.531 -2.251 3.545  C113 1.422, H120 0.974
115 H 9.346 -0.248 3.441  C112 1.091
116 H 8.256 0.945 2.714  C112 1.092
117 H 7.932 0.308 4.336  C112 1.092
118 H 7.851 -1.349 1.758  C113 1.090
119 H 6.434 -0.760 2.642  C113 1.096
120 H 7.180 -2.021 4.423  O114 0.974
121 C 10.798 -1.063 8.468  C122 1.516, H124 1.090, H125 1.091, H126 1.092
122 C 9.800 -1.679 7.507  C121 1.516, O123 1.427, H127 1.091, H128 1.094
123 O 9.499 -0.818 6.409  C122 1.427, H129 0.962
124 H 10.423 -0.113 8.850  C121 1.090
125 H 10.990 -1.728 9.310  C121 1.091
126 H 11.748 -0.871 7.964  C121 1.092
127 H 8.850 -1.859 8.012  C122 1.091
128 H 10.168 -2.640 7.136  C122 1.094
129 H 10.316 -0.658 5.927  O123 0.962
130 C 3.893 -3.882 -6.450  C131 1.517, H133 1.090, H134 1.091, H135 1.092
131 C 2.577 -3.823 -5.699  C130 1.517, O132 1.424, H136 1.089, H137 1.096
132 O 2.759 -3.617 -4.301  C131 1.424, H138 0.963
133 H 4.523 -4.676 -6.048  C130 1.090
134 H 3.729 -4.068 -7.512  C130 1.091
135 H 4.437 -2.939 -6.350  C130 1.092
136 H 2.041 -4.767 -5.789  C131 1.089
137 H 1.941 -3.033 -6.116  C131 1.096
138 H 3.220 -2.778 -4.194  O132 0.963
139 C -2.556 -5.373 -4.363  C140 1.517, H142 1.090, H143 1.091, H144 1.093
140 C -3.881 -5.083 -3.683  C139 1.517, O141 1.425, H145 1.089, H146 1.096
141 O -3.725 -4.871 -2.283  C140 1.425, H147 0.963
142 H -2.085 -6.249 -3.917  C139 1.090
143 H -2.693 -5.553 -5.430  C139 1.091
144 H -1.871 -4.530 -4.245  C139 1.093
145 H -4.561 -5.927 -3.795  C140 1.089
146 H -4.360 -4.210 -4.142  C140 1.096
147 H -3.141 -4.112 -2.176  O141 0.963
148 C 11.137 -2.824 2.967  C149 1.518, H151 1.091, H152 1.092, H153 1.091
149 C 10.684 -4.264 3.129  C148 1.518, O150 1.418, H154 1.090, H155 1.096
150 O 9.654 -4.407 4.093  C149 1.418, H156 0.967
151 H 11.481 -2.427 3.924  C148 1.091
152 H 11.949 -2.746 2.242  C148 1.092
153 H 10.307 -2.204 2.625  C148 1.091
154 H 11.509 -4.886 3.480  C149 1.090
155 H 10.355 -4.664 2.163  C149 1.096
156 H 8.900 -3.875 3.805  O150 0.967

The orbital gap comes out at 8.301 eV. The total energy comes out at -100666.8927 eV. The spin multiplicity is 1. The SMILES is CCCOc1cccc2c1N(CCCS)c1cc(OB(O)O)c(CCC)cc1S2.CCO.CCO.CCO.CCO.CCO.CCO.CCO.CCO.CCO.CCO.CCO.

***

- Which value of total energy does entry 1 give?
  -68758.6782 eV